C5H7NO2 as an isolated structure in a non-equilibrium geometry, computed with ωB97M-V with the def2-TZVPD basis set.

```
15
Properties=species:S:1:pos:R:3:forces:R:3
C 0.902 -1.260 -0.134 0.2 0.9 1.0
C 0.076 0.044 0.024 0.2 -2.8 -0.8
H -2.888 -0.669 -0.046 0.3 0.3 0.1
H -1.516 0.531 1.589 0.9 -0.2 -0.8
H -1.066 -1.135 1.731 1.4 -0.3 0.6
N -1.877 -0.771 -0.077 -0.1 0.4 -1.6
C 0.899 1.217 0.176 0.3 2.6 1.1
C -1.074 0.098 -0.967 -2.3 1.8 -0.5
H 0.159 -2.077 -0.091 0.7 -0.7 -0.5
H -1.399 1.183 -1.049 0.1 -0.9 0.8
H -1.148 -0.159 -1.997 1.1 -1.0 -0.9
O 2.114 -1.334 -0.104 -1.5 -0.1 -0.3
O 0.463 2.342 -0.002 0.7 -0.8 0.0
H 1.919 1.043 0.574 -0.1 0.2 -0.3
C -1.059 -0.329 1.013 -1.8 0.8 2.3
```
Forces are in eV/Å.

strongest force on any atom: 2.99 eV/Å
LUMO energy: 0.57 eV
HOMO: -9.3 eV
energy relative to the best compared isomer or geometry (same formula, charge and spin): 62.7 kcal per mole
frontier orbital gap: 9.88 eV

These are the natural (NBO) partial charges, in e, on atoms 1 to 4: number 1, C, carries 0.464; number 2, C, carries -0.318; number 3, H, carries 0.372; number 4, H, carries 0.195

=====

One molecule with the formula C17H34N2O in a non-equilibrium geometry, computed with ωB97M-V with the def2-TZVPD basis set.

```
54
Properties=species:S:1:pos:R:3:forces:R:3
H -0.685 -2.531 3.546 -0.7 -2.4 0.8
H -1.715 1.074 -3.484 0.1 -0.7 -0.4
C 0.780 3.073 -0.001 -2.5 2.9 7.2
H 0.906 0.659 1.953 -2.3 -0.3 -0.1
H -3.041 2.732 -2.723 -4.5 -3.8 -0.9
H 0.166 -3.882 1.953 0.1 0.4 1.1
H 1.938 3.674 -1.496 -0.7 -1.4 0.2
C -2.822 2.631 1.011 -5.4 0.4 0.1
H 1.587 2.607 0.649 -0.9 0.2 -1.2
C -0.054 -3.279 1.089 5.9 -2.4 -1.8
H 2.580 -6.480 -0.758 2.0 0.9 -0.3
H -2.513 3.960 -1.837 -1.6 4.8 5.4
C 0.212 3.718 -2.165 -14.1 4.9 -10.5
C -1.628 3.397 0.663 2.1 -1.3 1.2
C 0.573 -1.892 1.045 -6.6 1.7 -0.9
H -0.754 2.190 -4.518 0.6 -0.9 1.3
H 1.408 1.944 -1.568 -1.5 2.0 -1.0
C -0.256 0.399 1.813 3.1 1.2 -0.3
H -3.784 3.447 1.277 3.0 -2.4 -0.8
H 1.574 -1.770 1.301 1.7 -0.2 0.6
H 0.407 0.660 -0.379 -3.5 0.7 1.2
H 0.408 -1.461 -0.137 0.4 -1.0 3.5
H 2.406 -4.360 2.216 -3.3 1.5 4.9
H -2.141 3.871 -3.436 -0.9 0.5 0.2
C -0.473 -1.059 2.171 -0.5 0.5 -7.7
H -0.861 -0.765 4.166 0.6 -1.7 -0.3
H -2.843 1.849 1.842 0.6 1.2 -1.2
H -0.779 0.931 2.592 -0.4 1.1 -0.1
H 2.132 -5.214 -1.857 2.0 -0.3 0.9
C -0.351 -1.567 3.516 1.0 4.8 0.7
H 0.024 1.043 -3.117 0.6 -0.2 -0.7
O -1.607 4.622 0.755 0.8 -1.0 -0.7
C -2.292 3.290 -2.467 3.3 1.3 -7.1
H -3.142 2.120 0.043 0.1 0.4 1.2
N -0.538 2.515 0.388 -0.5 -0.3 -0.1
H 0.457 -4.001 -1.054 0.8 0.0 2.0
H 3.051 -5.826 1.432 -0.3 1.8 1.0
H -0.535 4.515 -1.704 2.7 -0.8 -0.5
H 3.845 -4.890 -1.140 -1.0 -1.3 0.7
H 3.668 -4.224 1.403 2.3 1.3 -1.3
C -0.784 1.626 -3.514 -2.5 3.6 1.9
C 2.753 -4.697 1.378 1.2 -6.2 -3.7
N -1.115 2.668 -2.330 6.3 -3.5 -0.7
H 0.718 -1.387 3.513 0.6 -0.8 1.8
C 2.852 -5.384 -0.922 -4.3 -0.4 -3.6
C -0.617 0.981 0.232 14.9 5.5 5.8
H 0.626 4.233 0.624 0.8 -3.0 -2.6
H -1.079 -3.465 0.905 -1.0 0.5 -0.9
H -1.506 -1.158 1.728 0.6 -0.8 0.4
C 1.957 -4.758 0.079 8.2 -0.5 3.9
H -1.417 0.633 0.083 -11.4 -4.7 -3.4
H 0.410 4.021 -3.389 0.1 -0.8 3.7
C 0.950 -4.057 0.035 -10.5 3.7 -4.0
C 0.940 3.023 -1.407 14.0 -4.6 4.9
```
Forces are in eV/Å.

strongest force on any atom: 18.25 eV/Å
LUMO energy: 0.62 eV
HOMO: -7.8 eV
energy relative to the best compared isomer or geometry (same formula, charge and spin): 350.3 kcal per mole
frontier orbital gap: 8.43 eV
SMILES: CC(=O)N(CCCN(C)C)CC[C@H](C)CCC=C(C)C

These are the natural (NBO) partial charges, in e, on atoms 1 to 4: number 1, H, carries 0.222; number 2, H, carries 0.197; number 3, C, carries -0.212; number 4, H, carries 0.172

=====

C27H35AsLiN3O2S as an isolated structure in a non-equilibrium geometry, computed with ωB97M-V with the def2-TZVPD basis set.

```
70
Properties=species:S:1:pos:R:3:forces:R:3
H 6.655 -0.114 -1.399 0.5 -0.3 -0.1
C -1.187 -3.329 0.297 -0.2 -1.4 0.9
H -4.661 1.729 2.786 0.3 -1.3 0.5
H 4.232 0.213 -1.626 0.5 -0.8 -0.1
C -3.700 3.429 0.618 -0.8 0.6 0.9
H -0.586 -2.666 0.929 -0.2 0.0 -0.1
N 3.334 -0.599 2.864 0.5 -2.6 0.7
C 0.845 3.484 -0.027 -1.1 2.7 -2.0
H -2.300 4.097 2.081 -0.2 -0.5 0.3
C 3.677 -1.768 2.952 -1.0 1.3 -1.2
H -3.054 -2.134 0.585 0.2 -0.7 0.0
H -1.668 -5.095 -2.242 0.0 0.7 0.3
H -4.634 2.854 0.588 0.3 -0.1 -0.4
H -1.457 -0.671 -1.007 -0.3 -0.4 -0.3
As -0.548 -2.945 -1.523 1.5 1.9 0.8
H -1.092 -4.882 -4.883 -0.8 0.1 0.2
C 0.242 5.711 -0.773 0.1 -0.3 0.0
H -3.947 4.456 0.305 0.0 -0.1 0.3
C 6.044 -0.988 -1.202 -1.6 -0.4 0.1
C -3.572 0.988 4.591 -2.0 0.2 -1.6
H 3.543 -3.830 -0.336 -0.4 -0.7 0.5
S -0.932 0.067 2.395 -0.7 -0.9 0.6
C 0.438 2.354 0.768 0.6 -3.3 1.1
C 1.593 6.000 -0.886 1.1 1.6 0.9
H -0.478 6.509 -0.663 -0.2 0.1 -0.8
H -2.323 -3.730 -3.072 -0.3 0.6 0.0
H -2.588 0.784 4.901 1.3 -0.3 0.1
C 2.383 -1.883 -1.242 1.4 0.0 0.7
H -0.108 -5.574 -3.639 0.9 -0.3 -0.1
C -3.145 3.384 2.071 -0.5 1.9 -0.8
H 3.626 5.330 -0.652 -0.4 -0.2 0.1
H 2.933 3.067 0.212 -1.0 1.0 -0.5
H -3.911 3.778 2.792 0.6 -0.4 -0.5
C -1.372 -4.160 -2.776 -0.8 -2.1 0.1
C 2.177 3.828 -0.153 1.3 -2.5 1.2
H -0.587 -0.297 -3.315 -0.8 -0.5 0.1
N -2.727 2.089 2.461 1.7 -2.1 -0.2
C 6.537 -2.236 -0.681 0.4 1.8 -0.3
Li 1.550 0.027 2.258 0.4 0.1 -0.3
C -0.144 4.404 -0.517 0.3 -1.1 1.5
H -2.956 3.085 -0.073 0.2 -0.6 -0.2
C -1.506 1.591 1.940 -0.4 -0.4 1.0
O 3.961 -2.951 2.899 0.0 1.3 0.7
H 6.070 -4.094 0.194 -0.4 -0.1 -0.1
C -2.711 -3.190 0.587 0.9 0.2 0.8
H -0.953 -4.379 0.641 0.2 1.0 -0.8
C 4.659 -0.781 -1.382 1.3 0.2 1.1
C 5.634 -3.209 -0.266 -0.7 -0.4 -0.4
H -2.711 -1.867 -1.609 0.9 0.8 -0.3
H -4.203 0.113 4.808 0.0 0.4 0.6
C -1.702 -1.399 -1.809 -0.4 0.0 0.6
C 1.282 -2.363 -1.575 -2.4 -0.9 -0.6
H -3.641 0.219 2.553 -0.2 -0.8 -0.5
H -3.924 1.916 5.056 -0.1 -0.4 0.3
H -1.200 4.066 -0.420 1.0 0.6 -0.1
H 1.966 7.058 -0.951 -0.7 -1.0 -0.3
O 1.327 1.508 1.064 -1.0 1.1 0.0
H -2.808 -3.621 1.621 -0.3 0.6 -0.9
C 3.785 -1.817 -0.957 -2.8 -0.4 -1.5
H -3.290 -3.797 -0.101 -0.2 0.0 -0.1
H -2.338 -0.012 -3.383 -0.2 -0.1 -0.1
C 4.259 -3.066 -0.475 2.4 0.8 0.1
H 0.127 -3.851 -4.227 0.3 -0.7 0.0
C -3.733 1.151 3.052 0.8 2.8 0.3
H -1.650 -1.615 -3.909 -0.2 0.5 -0.3
N -0.853 2.385 1.134 -0.3 1.7 -0.4
C -1.592 -0.782 -3.195 1.3 -0.2 0.0
H 7.619 -2.375 -0.531 -0.6 0.1 0.0
C 2.570 5.057 -0.571 0.1 1.2 -1.1
C -0.575 -4.662 -3.956 0.9 1.3 -0.4
```
Forces are in eV/Å.

charge: -2
strongest force on any atom: 3.53 eV/Å
LUMO energy (alpha / beta): 4.07 / 4.05 eV
HOMO (alpha / beta): 2.1 / 1.1 eV
energy relative to the best compared isomer or geometry (same formula, charge and spin): 16.0 kcal per mole
frontier orbital gap (alpha / beta): 1.95 / 2.92 eV

These are the natural (NBO) partial charges, in e, on atoms 1 to 4: number 1, H, carries 0.186; number 2, C, carries -0.731; number 3, H, carries 0.179; number 4, H, carries 0.203